[1]
C4H12 | ωB97M-V/def2-TZVPD

Last column: Löwdin charge in e.
Element x y z (Å)
C1 0.256834 -1.874074 1.612152  -0.161
C2 1.396093 -1.091875 0.899156  -0.156
H1 0.652172 -2.751830 2.116664  0.053
H2 -0.261782 -1.249460 2.343865  0.059
H3 -0.464136 -2.261978 0.903920  0.051
H4 1.419066 -0.064935 1.269460  0.049
H5 1.185078 -1.018970 -0.166471  0.050
H6 2.346284 -1.525577 1.195638  0.056
C3 -0.843833 1.177923 -1.979193  -0.166
C4 -0.806163 1.763848 -0.550262  -0.168
H7 -0.295437 0.240188 -2.002234  0.046
H8 -1.885504 1.102060 -2.282598  0.059
H9 -0.329689 1.839235 -2.690114  0.063
H10 -1.105221 2.807538 -0.593086  0.056
H11 0.208835 1.739004 -0.156663  0.048
H12 -1.472596 1.168905 0.079766  0.063

Atoms 1-2, force components in eV/Å:
C 0.366 0.193 -0.107
C -0.915 0.225 0.894

## Properties
strongest force on any atom: 1.3 eV/A
SMILES: CC.CC
E: -4342.2830 eV
charge: 0
Kohn-Sham gap: 12.98 eV
LUMO energy: 0.04323 Eh

=====

[2]
C4H12 | ωB97M-V/def2-TZVPD

Last column: Löwdin charge in e.
Element x y z (Å)
C1 -0.881984 0.382713 1.290611  -0.161
C2 -1.686391 -0.902647 1.523942  -0.157
H1 -0.085384 0.215502 0.576427  0.004
H2 -1.485576 1.183034 0.857359  0.070
H3 -0.453141 0.743324 2.225470  0.068
H4 -2.249817 -0.834331 2.434800  0.049
H5 -0.988296 -1.724395 1.687700  0.063
H6 -2.347464 -1.100055 0.686858  0.060
C3 1.035718 -0.450918 -1.681214  -0.166
C4 1.520597 0.898481 -1.185959  -0.193
H7 1.382976 -0.715797 -2.676548  0.062
H8 1.398841 -1.222656 -0.995999  0.066
H9 -0.050775 -0.498231 -1.641022  0.059
H10 1.568317 1.051471 -0.109007  0.047
H11 0.829655 1.695372 -1.487066  0.067
H12 2.492723 1.279134 -1.506351  0.062

Atoms 1-2, force components in eV/Å:
C -0.287 -0.069 -0.075
C 0.799 0.410 -0.056

## Properties
strongest force on any atom: 1.7 eV/A
SMILES: CC.CC
E: -4342.2713 eV
charge: 0
Kohn-Sham gap: 12.72 eV
LUMO energy: 0.04249 Eh

=====

[3]
C4H12 | ωB97M-V/def2-TZVPD

Last column: Löwdin charge in e.
Element x y z (Å)
C1 -0.278879 1.679120 1.059416  -0.163
C2 -0.236384 1.311721 2.567772  -0.176
H1 0.511039 1.068053 0.642944  0.048
H2 -1.262800 1.382139 0.687884  0.060
H3 -0.296535 2.759969 0.971956  0.060
H4 -1.021873 1.766345 3.180234  0.057
H5 0.719126 1.651552 2.967406  0.057
H6 -0.397200 0.247775 2.751771  0.057
C3 -0.186587 -0.934835 -1.608742  -0.182
C4 0.740007 -2.003530 -2.136346  -0.181
H7 -0.122946 -0.851554 -0.520822  0.046
H8 0.065521 0.090265 -1.873991  0.062
H9 -1.188553 -1.215823 -1.921391  0.067
H10 0.870055 -1.890520 -3.212998  0.063
H11 0.344314 -2.984693 -1.853751  0.064
H12 1.741698 -2.075985 -1.701339  0.061

Atoms 1-2, force components in eV/Å:
C -1.428 -0.721 1.910
C -0.346 0.376 0.050

## Properties
strongest force on any atom: 2.5 eV/A
SMILES: CC.CC
E: -4342.1120 eV
charge: 0
Kohn-Sham gap: 12.84 eV
LUMO energy: 0.04082 Eh

=====

[4]
C4H12 | ωB97M-V/def2-TZVPD

Last column: Löwdin charge in e.
Element x y z (Å)
C1 -0.402858 1.332559 -1.694843  -0.172
C2 0.777507 1.811402 -0.842631  -0.181
H1 -1.356886 1.540620 -1.238309  0.057
H2 -0.408640 1.891373 -2.638389  0.060
H3 -0.322943 0.302732 -2.036732  0.059
H4 0.381266 2.411988 -0.018625  0.065
H5 1.396646 2.582729 -1.313462  0.058
H6 1.478338 1.060680 -0.496747  0.050
C3 -0.462504 -2.294832 1.252303  -0.169
C4 0.101240 -0.880197 1.286002  -0.162
H7 -1.060406 -2.574739 0.377787  0.060
H8 0.291916 -3.083598 1.172528  0.059
H9 -1.063176 -2.482983 2.140869  0.058
H10 1.126028 -0.839508 1.657712  0.068
H11 -0.416339 -0.221090 1.988115  0.067
H12 -0.013293 -0.391075 0.326863  0.021

Atoms 1-2, force components in eV/Å:
C 0.771 0.436 -1.159
C -0.041 1.247 0.186

## Properties
strongest force on any atom: 1.5 eV/A
SMILES: CC.CC
E: -4342.0682 eV
charge: 0
Kohn-Sham gap: 12.64 eV
LUMO energy: 0.04252 Eh